Below is a structure of composition C20H34As2N2O3S3W, with properties calculated with wB97M-V/def2-TZVPD.

XYZ file:
```
65
Properties=species:S:1:pos:R:3:forces:R:3:nbo_charge:R:1
W 0.03703 0.19811 0.02226 0.31 -0.02 0.25 1.007
As 2.10984 0.23192 1.90298 0.03 -0.06 -0.15 1.241
As 1.52552 -2.09430 -0.37088 0.02 0.06 0.16 1.259
S 0.35310 2.59107 1.06398 -0.06 0.01 -0.06 0.499
S -1.44511 1.82201 -1.39369 0.00 -0.05 -0.07 0.508
S 1.76260 1.21805 -1.53503 -0.09 -0.02 -0.11 0.532
O -1.12061 -2.47310 -2.81593 -0.03 0.11 -0.10 -0.394
O -0.44971 -0.62987 -1.67380 0.09 -0.06 0.35 -0.831
O -1.52894 0.39699 1.09851 0.24 -0.11 -0.34 -0.663
N -2.07411 -1.76165 0.31241 -0.38 -0.17 0.09 -0.357
N -0.02313 -1.74564 2.38341 0.06 0.12 -0.01 -0.753
C -1.30514 3.32266 0.94920 -0.02 0.02 0.00 -0.542
C 2.28309 2.85857 -0.96265 0.05 0.00 -0.03 -0.557
C 2.35384 -2.10798 -2.11349 0.01 -0.02 0.03 -0.939
C 3.58502 1.47238 1.69718 0.05 -0.01 0.03 -0.955
C 0.50134 -3.75435 -0.30311 0.05 0.00 -0.08 -0.925
C -1.82505 -0.95347 1.25058 0.07 -0.03 -0.01 0.538
C 1.27345 3.62257 -0.12709 -0.01 0.03 0.01 -0.547
C 4.73086 -2.83234 2.97576 0.00 -0.03 -0.02 -0.147
C 0.79977 1.56256 -3.04492 0.01 0.02 -0.07 -0.528
C 3.97285 -1.66670 2.99669 0.02 0.01 0.03 -0.143
C 4.57077 -3.75689 1.95137 0.00 0.03 0.03 -0.127
C -2.55118 -1.55846 -1.02949 0.08 -0.01 -0.12 -0.361
C -1.86870 3.33591 -0.46536 0.08 -0.05 -0.07 -0.554
C 1.47503 0.73130 3.66742 -0.01 0.04 0.06 -0.935
C 3.64020 -3.53457 0.94247 0.02 -0.03 0.00 -0.177
C -0.43774 2.40635 -2.80982 -0.03 0.04 0.15 -0.537
C 3.04334 -1.44411 1.98646 -0.07 0.02 -0.13 -0.408
C -1.43922 -1.45656 2.60944 -0.11 -0.11 0.00 -0.299
C -1.34939 -1.69005 -1.98132 -0.13 0.20 0.30 0.799
C 2.87681 -2.37131 0.96128 -0.06 0.10 0.03 -0.401
H 0.06779 -2.68592 2.00945 0.01 0.00 0.00 0.411
H 1.47905 2.07604 -3.73026 0.03 -0.03 0.01 0.302
H 0.46031 0.41381 3.89513 0.04 -0.02 -0.09 0.250
H 0.51959 -1.72309 3.24411 -0.01 0.00 -0.02 0.422
H -1.57895 -0.69101 3.36978 0.01 0.00 0.00 0.252
H -1.22242 4.33616 1.35031 -0.01 -0.01 0.02 0.307
H 4.12968 -0.95829 3.80216 -0.02 0.02 -0.01 0.232
H -2.02254 -2.34137 2.86390 -0.02 0.03 0.03 0.284
H 4.19960 1.29028 2.58278 0.00 0.00 -0.01 0.294
H 4.18636 1.22866 0.82289 -0.01 0.00 0.00 0.264
H -0.56020 -3.65989 -0.49900 0.00 0.08 0.01 0.269
H 5.17024 -4.65794 1.93871 0.00 0.00 0.00 0.276
H 2.54068 3.42873 -1.85915 -0.02 -0.03 -0.02 0.305
H 0.94097 -4.39203 -1.07244 -0.03 -0.01 0.01 0.292
H -0.18872 3.45209 -2.63862 -0.03 0.00 0.00 0.252
H 3.52873 -4.27761 0.16100 -0.02 0.02 -0.01 0.248
H 5.45180 -3.01636 3.76179 0.00 0.01 0.00 0.275
H -2.95838 3.37650 -0.43145 -0.01 0.01 0.01 0.312
H 2.84243 -3.08087 -2.20036 0.00 0.01 0.00 0.290
H 3.28754 2.51886 1.71822 -0.04 -0.02 0.01 0.249
H 1.79044 4.38824 0.45612 -0.02 -0.02 0.04 0.307
H 1.59276 -2.02916 -2.88852 -0.01 0.00 0.02 0.277
H -1.53370 4.19196 -1.04934 -0.02 0.00 -0.01 0.268
H -1.91783 2.74611 1.63957 0.00 0.00 0.00 0.285
H 0.57645 0.58504 -3.46660 0.00 -0.01 0.02 0.289
H -3.01646 -0.58266 -1.19224 0.00 -0.02 -0.04 0.246
H -3.25428 -2.36083 -1.25062 0.01 0.02 -0.07 0.306
H -1.08596 2.35891 -3.68677 0.00 -0.01 -0.02 0.315
H 1.54008 1.81302 3.76968 0.02 -0.01 -0.03 0.278
H 3.21512 2.68917 -0.43371 -0.01 0.00 0.00 0.282
H 3.10715 -1.32922 -2.20229 -0.01 0.01 0.01 0.263
H 0.66098 -4.22023 0.66867 0.04 0.01 0.00 0.263
H 2.16894 0.27770 4.37836 -0.03 -0.02 0.01 0.286
H 0.54180 4.13170 -0.74609 -0.02 0.00 0.00 0.251
```
Positions in Å, forces in eV/Å.

Calculated values
frontier orbital gap	6.10	eV
charge	+4
E_HOMO	-0.76262	Ha
electronic energy	-186381.005	eV
max |F|	0.4	eV/A
relative energy (zero: lowest compared OMol25 entry of this formula, charge and spin)	6.41	kcal/mol